156
Properties=species:S:1:pos:R:3:forces:R:3 method="wB97M-V/def2-TZVPD" homo_ev=-8.9 charge=0 total_energy_ev=-87904.7329 relative_energy_ev=10.329 homo_lumo_gap_ev=8.96
C -3.257 -1.754 -3.681 2.936 -0.365 -1.090
O -2.383 -2.475 -4.212 -2.110 1.021 0.988
N -3.188 -0.390 -3.757 -1.927 -0.555 0.308
C -2.388 0.321 -4.712 1.545 0.169 0.105
C -4.198 0.365 -3.022 0.547 1.260 0.063
H -4.075 -2.118 -3.039 0.166 -0.090 -0.147
H -2.677 0.298 -5.763 -0.637 -0.187 0.085
H -1.370 -0.069 -4.704 0.006 -0.217 0.054
H -2.287 1.357 -4.391 -0.185 0.008 -0.060
H -3.846 0.635 -2.026 -0.078 -0.698 0.512
H -4.247 1.376 -3.424 -0.384 -0.159 -0.634
H -5.201 -0.061 -3.000 0.218 -0.196 -0.023
C 2.972 2.824 -4.165 1.312 0.090 -2.960
O 3.596 3.530 -5.004 -1.645 -1.630 2.664
N 2.460 1.589 -4.493 0.358 -0.002 -0.445
C 1.674 0.766 -3.617 0.814 -0.428 1.545
C 2.608 0.951 -5.807 -0.386 0.655 -0.516
H 2.814 3.035 -3.096 -0.015 0.423 -0.203
H 0.688 0.453 -3.962 0.040 0.274 -0.558
H 1.534 1.162 -2.611 0.043 0.600 -0.147
H 2.273 -0.119 -3.406 -0.254 -0.350 -0.116
H 3.343 1.402 -6.473 -0.315 0.659 0.322
H 2.884 -0.103 -5.847 0.092 -0.177 1.099
H 1.604 0.973 -6.229 0.068 0.117 -0.619
C 7.257 0.236 -1.076 0.353 -0.142 1.088
O 8.362 0.726 -1.173 0.302 0.241 0.303
N 6.510 -0.133 -2.094 -2.080 -0.092 -1.473
C 5.170 -0.695 -1.970 -0.145 -0.107 0.588
C 6.943 0.031 -3.442 0.537 0.415 -0.489
H 6.751 -0.026 -0.133 0.199 0.298 0.374
H 4.585 -0.582 -2.883 0.274 0.444 -0.126
H 4.598 -0.222 -1.172 0.050 -0.046 0.101
H 5.183 -1.772 -1.805 0.198 -0.209 0.186
H 6.987 -0.981 -3.844 0.467 0.203 -0.670
H 6.284 0.661 -4.039 -0.566 -0.221 0.081
H 7.869 0.607 -3.458 0.331 -0.708 0.057
C -3.527 0.468 6.662 1.659 1.166 -0.894
O -2.911 1.488 6.911 -0.450 -0.071 0.356
N -3.580 -0.041 5.397 0.191 -0.040 -0.474
C -4.260 -1.266 5.177 -1.299 0.041 -0.531
C -3.054 0.592 4.175 -0.322 1.472 0.919
H -3.993 -0.127 7.463 -0.241 -0.172 -0.372
H -4.970 -1.406 5.992 0.475 -0.751 0.290
H -3.594 -2.090 4.923 -0.099 -0.249 0.423
H -4.940 -1.119 4.338 0.019 -0.168 -0.411
H -2.758 1.617 4.396 0.489 -0.189 0.368
H -2.235 0.084 3.666 -0.016 -0.355 0.344
H -3.840 0.810 3.452 -0.334 -0.671 -0.034
C 4.441 -4.968 1.813 0.169 -1.074 -0.807
O 4.785 -6.141 1.864 -0.355 0.667 0.016
N 3.694 -4.400 0.825 -0.099 1.159 0.483
C 3.490 -2.919 0.894 -0.431 -1.444 -0.846
C 3.228 -5.101 -0.375 -0.173 -0.163 0.165
H 4.752 -4.240 2.578 -0.123 0.028 0.046
H 2.436 -2.722 0.703 -0.021 0.170 -0.082
H 4.069 -2.484 0.080 -0.008 0.455 0.304
H 3.725 -2.513 1.878 0.306 -0.156 -0.178
H 3.311 -6.179 -0.236 0.153 0.148 0.091
H 2.198 -4.879 -0.653 -0.322 0.127 0.672
H 3.726 -4.824 -1.304 0.780 0.138 0.182
C 0.691 -3.758 4.865 0.044 1.487 1.032
O 0.517 -2.832 5.678 0.349 -1.579 -1.375
N 0.122 -3.879 3.659 0.480 -1.541 -1.503
C 0.532 -5.089 2.806 0.103 2.110 0.769
C -0.683 -2.821 3.071 -0.380 -0.235 0.822
H 1.394 -4.598 4.973 0.016 0.085 0.847
H -0.348 -5.494 2.306 0.291 0.041 0.095
H 1.070 -5.834 3.393 -0.534 -0.008 0.315
H 1.302 -4.728 2.124 -0.322 -0.090 -0.603
H -1.617 -3.259 2.719 -0.045 0.250 -0.179
H -0.887 -2.134 3.892 -0.191 0.016 -0.020
H -0.221 -2.228 2.282 0.382 -0.386 -0.151
C -2.733 6.288 -0.784 0.023 -2.216 -1.699
O -2.741 7.474 -0.715 -0.724 1.961 0.355
N -3.689 5.519 -1.484 2.128 -0.875 1.896
C -3.544 4.053 -1.667 0.457 0.938 1.072
C -4.805 6.134 -2.083 -0.810 -0.171 -0.811
H -1.829 5.759 -0.441 -0.440 -0.786 0.121
H -4.513 3.572 -1.533 -0.097 0.060 -0.780
H -2.990 3.611 -0.838 0.417 0.332 0.099
H -2.983 3.810 -2.570 -0.476 -0.106 -0.276
H -4.783 5.928 -3.153 0.129 0.612 -0.378
H -5.711 5.607 -1.784 -0.258 0.401 0.277
H -4.827 7.195 -1.835 -0.095 -0.138 -0.214
C 4.045 0.808 2.809 0.490 0.115 -0.958
O 4.337 1.339 1.738 -0.304 -0.560 1.181
N 3.298 1.340 3.788 -0.972 0.606 -0.652
C 2.650 2.625 3.586 0.486 0.860 0.683
C 2.693 0.543 4.854 1.135 0.074 -0.246
H 4.400 -0.183 3.133 0.208 -0.176 -0.370
H 3.099 3.315 2.872 0.327 -0.877 -0.516
H 2.816 3.181 4.509 -0.604 0.008 0.343
H 1.585 2.547 3.365 -0.099 -0.151 0.105
H 1.643 0.333 4.646 -0.067 0.193 0.279
H 3.224 -0.405 4.936 -0.045 -0.041 -0.071
H 2.890 1.091 5.775 -0.618 -0.165 0.189
C -4.160 3.877 1.664 2.478 -2.136 -0.202
O -3.194 3.186 2.064 -1.826 1.276 -0.223
N -5.242 3.358 1.054 -0.728 0.377 -1.293
C -6.177 4.284 0.400 -0.476 -0.569 0.237
C -5.652 1.940 1.035 0.463 0.019 1.680
H -4.103 4.977 1.644 -0.255 -0.126 0.152
H -7.110 4.220 0.960 -0.179 0.584 -0.060
H -6.420 4.005 -0.626 0.125 -0.634 0.019
H -5.799 5.296 0.252 0.123 -0.089 0.842
H -6.498 1.842 1.715 -0.453 0.088 -0.218
H -5.907 1.443 0.099 0.181 0.782 -0.386
H -4.914 1.314 1.536 0.438 0.315 -0.274
C 1.167 4.843 0.111 -0.306 -0.959 -2.015
O 0.310 4.291 -0.590 1.081 0.220 -0.012
N 0.921 5.258 1.326 0.964 0.743 1.786
C 1.898 6.011 2.125 0.272 -0.448 0.394
C -0.287 4.837 1.942 -1.786 0.160 0.701
H 2.218 4.995 -0.181 -0.139 0.131 -0.435
H 1.467 6.814 2.721 -0.519 -0.106 -0.236
H 2.708 6.478 1.565 -0.307 -0.248 -0.555
H 2.387 5.342 2.834 -0.037 -0.067 0.146
H -0.190 4.290 2.880 0.602 0.387 0.345
H -0.900 5.725 2.095 -0.306 -0.096 0.350
H -0.877 4.131 1.358 0.351 0.476 -0.451
C 1.449 0.516 0.208 1.483 -0.745 -1.205
O 2.160 -0.278 -0.422 -0.321 0.408 0.740
N 0.138 0.464 0.230 -3.081 0.887 -0.321
C -0.670 1.548 0.731 0.428 0.644 1.287
C -0.729 -0.559 -0.314 0.806 -2.307 0.223
H 1.836 1.377 0.776 0.277 -0.103 -0.069
H -1.126 2.156 -0.050 0.047 -0.133 -0.103
H -0.052 2.199 1.348 0.073 0.109 -0.178
H -1.433 1.172 1.413 -0.192 -0.059 -0.165
H -0.412 -1.018 -1.251 0.174 0.485 -0.203
H -0.672 -1.385 0.394 -0.033 -0.406 0.004
H -1.806 -0.391 -0.340 0.311 0.957 -0.144
C -2.404 -3.899 -0.808 0.308 -0.636 0.859
O -3.038 -2.882 -0.572 -0.090 -0.240 -0.091
N -2.336 -4.981 0.057 -1.463 1.392 -0.476
C -1.570 -6.175 -0.171 0.446 -0.854 -0.684
C -3.265 -5.031 1.231 1.196 0.444 -0.737
H -1.798 -3.983 -1.723 0.076 -0.300 0.102
H -0.912 -6.456 0.652 -0.078 0.359 0.263
H -0.921 -6.136 -1.045 -0.034 0.622 -0.103
H -2.172 -7.065 -0.352 -0.515 0.074 0.097
H -3.848 -4.130 1.419 0.557 0.333 -0.495
H -4.029 -5.798 1.100 0.512 -0.531 0.264
H -2.519 -5.134 2.018 -0.924 -0.654 0.760
C 1.916 -4.944 -3.672 -1.267 1.664 1.172
O 1.078 -5.390 -2.873 1.365 0.183 -1.215
N 2.037 -3.583 -3.925 0.208 -1.186 -0.451
C 1.241 -2.639 -3.113 0.202 -0.376 0.393
C 3.079 -3.068 -4.874 -1.236 -0.133 1.263
H 2.661 -5.548 -4.211 -0.221 -0.075 -0.014
H 0.893 -1.723 -3.591 0.637 -0.239 -0.568
H 1.849 -2.400 -2.241 -0.087 0.460 0.146
H 0.307 -3.056 -2.738 0.267 -0.654 -0.232
H 3.742 -2.384 -4.345 -0.096 0.248 -0.019
H 3.725 -3.864 -5.246 -0.419 -0.157 -0.104
H 2.526 -2.557 -5.662 0.461 0.022 -0.240